{
  "formula": "C4H8N2",
  "method": "ωB97M-V/def2-TZVPD",
  "elements": ["C", "N", "C", "C", "C", "N", "H", "H", "H", "H", "H", "H", "H", "H"],
  "positions_angstrom": [[-0.04913, 0.10195, 2.00530], [0.32551, -0.24475, 0.64311], [0.80386, 0.62582, -0.14865], [0.99323, 0.31764, -1.60626], [-2.81798, -0.97814, -1.32305], [-1.86774, -1.34737, -0.74068], [0.36025, 1.04898, 2.36590], [0.26708, -0.67394, 2.71298], [-1.14449, 0.17722, 2.01884], [-0.99707, -1.39900, -0.21786], [1.05527, 1.63158, 0.20191], [0.50445, 1.09407, -2.20315], [2.04794, 0.29270, -1.91352], [0.51880, -0.64675, -1.79487]],
  "relative_energy_kj_mol": 165.7,
  "orbital_gap_ev": 11.3,
  "homo_ev": -10.31,
  "max_force_ev_per_a": 1.42
}